[1]
# C9H9NOS

One molecule with the formula C9H9NOS in a non-equilibrium geometry (ωB97M-V/def2-TZVPD, the OMol25 dataset).

Computed properties:
energy above the lowest of the compared OMol25 structures with the same formula, charge and spin: 144.7 kcal per mole

The geometry in ORCA input format:
```
! wB97M-V def2-TZVPD RIJCOSX def2/J DEFGRID3
* xyz 0 1
C 2.058 -1.277 -1.201
C 1.090 -1.802 -1.645
C 0.987 1.080 2.246
C -0.045 0.219 2.353
C 1.073 1.969 1.176
C -0.980 0.157 1.339
C 0.043 2.009 0.247
C -0.949 1.020 0.217
C -0.236 -2.104 -2.114
N -1.322 -1.238 -1.398
O -2.069 1.643 -2.007
S -2.221 0.703 -0.966
H 3.056 -1.235 -0.727
H 1.902 1.094 2.902
H -0.191 -0.382 3.259
H 2.038 2.600 0.953
H -1.597 -0.681 1.441
H -0.124 2.872 -0.465
H -0.660 -3.125 -1.974
H -0.384 -1.847 -3.086
H -1.469 -1.675 -0.551
*
```

Here are the Mulliken charges for atoms 1 to 6, given in e: number 1, C, carries 0.019; number 2, C, carries -0.152; number 3, C, carries -0.239; number 4, C, carries -0.606; number 5, C, carries -0.341; number 6, C, carries -0.356

=====

[2]
# CH3F2N2P

One molecule with the formula CH3F2N2P in a non-equilibrium geometry (ωB97M-V/def2-TZVPD, the OMol25 dataset).

Computed properties:
energy above the lowest of the compared OMol25 structures with the same formula, charge and spin: 30.1 kcal per mole

The geometry in ORCA input format:
```
! wB97M-V def2-TZVPD RIJCOSX def2/J DEFGRID3
* xyz 0 3
C -0.711 -0.469 -0.704
N -0.977 -1.640 -0.381
N 1.871 0.847 -0.058
F -0.747 1.826 0.730
F 0.025 -0.026 2.068
P 0.240 0.479 0.553
H -0.724 -0.103 -1.661
H -1.565 -2.085 -1.194
H 2.586 1.171 0.648
*
```

Here are the Mulliken charges for atoms 1 to 6, given in e: number 1, C, carries -0.216; number 2, N, carries -0.561; number 3, N, carries -0.477; number 4, F, carries -0.299; number 5, F, carries -0.210; number 6, P, carries 0.788

=====

[3]
# C27H21CsN4O3

C27H21CsN4O3 as an isolated structure in a non-equilibrium geometry (ωB97M-V/def2-TZVPD, the OMol25 dataset).

Computed properties:
energy above the lowest of the compared OMol25 structures with the same formula, charge and spin: 44.1 kcal per mole

The geometry in ORCA input format:
```
! wB97M-V def2-TZVPD RIJCOSX def2/J DEFGRID3
* xyz -2 1
Cs 1.355 -1.005 -0.662
C 0.777 3.154 4.009
O -0.348 2.487 4.552
C -0.671 1.198 4.122
C -1.836 0.711 4.673
C -2.342 -0.550 4.349
C -1.636 -1.327 3.449
C -0.436 -0.875 2.904
C 0.402 -1.780 2.113
N 0.106 -2.631 1.204
N -1.191 -2.818 0.808
C -1.494 -2.614 -0.448
O -0.770 -2.111 -1.366
C -2.903 -3.022 -0.785
C -3.875 -3.240 0.192
C -5.167 -3.595 -0.160
C -5.518 -3.747 -1.497
C -4.556 -3.537 -2.476
C -3.266 -3.171 -2.122
C 0.116 0.422 3.196
O 1.198 0.822 2.660
H 0.796 4.135 4.496
H 0.699 3.287 2.929
H 1.709 2.629 4.217
H -2.360 1.353 5.376
H -3.259 -0.908 4.803
H -1.989 -2.310 3.160
H 1.467 -1.745 2.357
H -3.595 -3.121 1.230
H -5.917 -3.748 0.608
H -6.531 -4.016 -1.775
H -4.818 -3.651 -3.523
H -2.510 -2.990 -2.875
C 0.054 4.989 -0.794
C 1.284 4.990 -1.437
C 1.895 3.796 -1.778
C 1.269 2.576 -1.512
C 0.022 2.581 -0.876
C -0.563 3.777 -0.506
N 1.816 1.383 -1.983
N 2.986 1.121 -1.641
C 3.704 0.133 -2.305
C 3.785 0.246 -3.706
C 4.651 -0.549 -4.433
C 5.443 -1.475 -3.768
C 5.328 -1.595 -2.381
C 4.444 -0.851 -1.597
H -0.417 5.922 -0.512
H 1.771 5.929 -1.672
H 2.858 3.781 -2.273
H -0.468 1.640 -0.652
H -1.508 3.764 0.022
H 3.211 1.032 -4.194
H 4.714 -0.431 -5.510
H 6.128 -2.107 -4.328
H 5.955 -2.337 -1.886
*
```

Here are the Mulliken charges for atoms 1 to 6, given in e: number 1, Cs, carries 1.219; number 2, C, carries -0.584; number 3, O, carries -0.484; number 4, C, carries 0.163; number 5, C, carries -0.507; number 6, C, carries -0.697

=====

[4]
# C5H10N2O

One molecule with the formula C5H10N2O in a non-equilibrium geometry (ωB97M-V/def2-TZVPD, the OMol25 dataset).

Computed properties:
SMILES: CN/C(C)=C/C(N)=O
energy above the lowest of the compared OMol25 structures with the same formula, charge and spin: 60.0 kcal per mole

The geometry in ORCA input format:
```
! wB97M-V def2-TZVPD RIJCOSX def2/J DEFGRID3
* xyz 0 1
C 2.648 -0.270 0.310
N 1.683 0.298 -0.609
C 0.076 0.546 -0.157
C -0.353 1.931 0.131
C -0.333 -0.674 -0.154
C -2.078 -0.686 0.126
N -2.623 -1.849 -0.319
O -2.751 0.138 0.710
H 3.651 -0.256 -0.135
H 2.395 -1.312 0.530
H 2.703 0.278 1.261
H 2.003 1.197 -0.970
H -1.363 1.972 0.539
H -0.330 2.537 -0.780
H 0.335 2.381 0.855
H 0.034 -1.652 -0.398
H -2.092 -2.553 -0.804
H -3.605 -2.023 -0.137
*
```

Here are the Mulliken charges for atoms 1 to 6, given in e: number 1, C, carries -0.778; number 2, N, carries -0.427; number 3, C, carries 0.207; number 4, C, carries -1.198; number 5, C, carries -0.217; number 6, C, carries 0.647

=====

[5]
# C28H24BN6O14

A 7-piece molecular cluster, C28H24BN6O14 overall in a non-equilibrium geometry (ωB97M-V/def2-TZVPD, the OMol25 dataset).

Computed properties:
energy: -67705.19214 eV

The geometry in ORCA input format:
```
! wB97M-V def2-TZVPD RIJCOSX def2/J DEFGRID3
* xyz -1 1
O 1.067 0.137 -4.586
C 0.858 0.830 -3.621
O 1.789 1.623 -2.975
B 1.207 2.287 -1.793
O -0.255 2.064 -1.984
C -0.475 1.190 -2.924
O -1.552 0.824 -3.368
O 1.479 3.705 -1.701
C 2.127 4.041 -0.603
O 2.464 5.129 -0.208
C 2.372 2.740 0.138
O 1.767 1.748 -0.559
O 2.992 2.617 1.205
C -4.940 1.031 -3.930
C -4.469 -0.224 -4.534
N -4.141 -1.229 -5.002
H -5.146 0.923 -2.865
H -5.937 1.231 -4.323
H -4.248 1.852 -4.116
C -1.688 -2.685 -4.036
C -0.707 -2.545 -5.093
N 0.048 -2.337 -5.950
H -1.450 -3.068 -3.044
H -2.484 -3.260 -4.510
H -2.007 -1.670 -3.799
C 0.809 4.370 3.389
C 1.424 5.634 2.952
N 1.921 6.624 2.568
H 0.711 4.445 4.472
H 1.404 3.469 3.242
H -0.138 4.225 2.867
C 1.262 0.830 3.533
C 1.654 1.202 4.826
C 0.629 1.635 5.732
C -0.770 1.655 5.377
C -1.084 1.217 4.058
C -0.044 0.784 3.169
N -1.872 2.109 6.240
O -2.949 2.435 5.681
O -1.685 2.234 7.452
H 1.968 0.568 2.759
H 2.700 1.101 5.075
H 0.919 1.772 6.763
H -2.093 1.168 3.675
H -0.288 0.567 2.139
C -0.236 -2.982 0.358
C -1.353 -3.839 0.452
C -2.625 -3.397 0.185
C -2.821 -2.105 -0.394
C -1.711 -1.281 -0.576
C -0.435 -1.684 -0.078
N -4.145 -1.640 -0.726
O -4.190 -0.582 -1.317
O -5.095 -2.394 -0.475
H 0.703 -3.416 0.667
H -1.132 -4.806 0.878
H -3.431 -4.117 0.186
H -1.873 -0.333 -1.068
H 0.412 -1.019 -0.171
C 3.790 -1.723 1.089
C 3.754 -0.791 0.004
C 3.318 -1.197 -1.241
C 2.954 -2.530 -1.517
C 3.050 -3.454 -0.444
C 3.440 -3.056 0.840
N 2.355 -2.876 -2.796
O 2.811 -2.301 -3.796
O 1.468 -3.699 -2.919
H 4.167 -1.335 2.023
H 4.020 0.250 0.113
H 3.235 -0.438 -2.004
H 2.798 -4.477 -0.681
H 3.626 -3.777 1.622
*
```

Here are the Mulliken charges for atoms 1 to 6, given in e: number 1, O, carries -0.549; number 2, C, carries 0.572; number 3, O, carries -0.549; number 4, B, carries 0.761; number 5, O, carries -0.682; number 6, C, carries 0.597

=====

[6]
# C4H4N2

One molecule with the formula C4H4N2 in a non-equilibrium geometry (ωB97M-V/def2-TZVPD, the OMol25 dataset).

Computed properties:
energy above the lowest of the compared OMol25 structures with the same formula, charge and spin: 130.0 kcal per mole

The geometry in ORCA input format:
```
! wB97M-V def2-TZVPD RIJCOSX def2/J DEFGRID3
* xyz 0 1
C 1.490 0.949 0.449
C 1.639 2.305 0.023
C 0.871 -0.045 0.103
C 0.022 -1.252 0.268
N 0.883 2.912 -0.617
N 0.334 3.584 -1.424
H -0.272 4.351 -1.240
H 0.311 -1.889 -0.501
H -1.080 -0.989 0.159
H 0.029 -1.813 1.192
*
```

Here are the Mulliken charges for atoms 1 to 6, given in e: number 1, C, carries 0.042; number 2, C, carries -0.200; number 3, C, carries 0.257; number 4, C, carries -0.936; number 5, N, carries 0.685; number 6, N, carries -0.933

=====

[7]
# C5H34N2O12

A 12-piece molecular cluster, C5H34N2O12 overall in a non-equilibrium geometry (ωB97M-V/def2-TZVPD, the OMol25 dataset).

Computed properties:
SMILES: C=C(N)C[C@H](N)CO.O.O.O.O.O.O.O.O.O.O.O
energy above the lowest of the compared OMol25 structures with the same formula, charge and spin: 95.8 kcal per mole

The geometry in ORCA input format:
```
! wB97M-V def2-TZVPD RIJCOSX def2/J DEFGRID3
* xyz 0 1
C -2.564 2.298 -0.949
C -2.025 1.135 -1.416
N -2.837 0.194 -2.135
C -0.568 0.819 -1.218
C -0.062 -0.668 -1.521
N -0.509 -1.575 -0.476
C 1.461 -0.643 -1.745
O 2.240 -0.281 -0.531
H -3.593 2.489 -1.186
H -2.104 2.939 -0.171
H -3.789 0.219 -1.853
H -2.451 -0.737 -2.141
H 0.023 1.482 -1.916
H -0.291 0.999 -0.162
H -0.472 -1.049 -2.503
H -0.109 -1.347 0.427
H -1.553 -1.538 -0.336
H 1.815 -1.710 -1.845
H 1.788 -0.011 -2.527
H 1.546 0.144 0.125
O 0.731 2.899 0.922
H 1.766 3.050 0.919
H 0.323 3.196 1.808
O 3.410 2.731 0.438
H 3.436 1.676 0.323
H 3.731 3.067 -0.504
O -4.315 -2.443 -0.488
H -3.733 -2.565 -1.277
H -3.855 -1.799 -0.021
O 2.123 -2.309 1.426
H 1.726 -1.524 1.082
H 2.892 -2.594 0.892
O 4.280 1.671 -2.090
H 4.337 1.082 -2.934
H 3.415 1.421 -1.668
O -0.381 -4.192 -1.222
H -0.123 -3.245 -0.888
H -0.398 -4.720 -0.418
O -1.181 3.397 3.152
H -1.907 3.934 3.227
H -1.386 2.521 2.846
O -1.640 0.795 2.483
H -1.206 0.485 3.297
H -0.887 0.662 1.844
O -2.452 -2.982 -2.250
H -1.784 -3.586 -1.991
H -2.835 -3.403 -3.022
O 1.890 -0.653 3.722
H 2.596 -1.175 3.483
H 2.063 0.015 4.273
O 0.907 0.392 1.691
H 0.868 1.446 1.557
H 1.233 0.019 2.591
*
```

Here are the Mulliken charges for atoms 1 to 6, given in e: number 1, C, carries -1.152; number 2, C, carries 0.250; number 3, N, carries -0.530; number 4, C, carries 0.765; number 5, C, carries -0.358; number 6, N, carries 0.008